[1]
C14H26N2S | wB97M-V/def2-TZVPD

Geometry as ORCA input:
```
! wB97M-V def2-TZVPD RIJCOSX def2/J DEFGRID3
* xyz 0 1
C 2.0232 1.9955 -2.6604
C 1.2963 1.4465 -1.4388
C 1.9733 1.8996 -0.1465
C 1.2779 1.4293 1.1360
C 1.6070 -0.0025 1.5987
C 3.1250 -0.2269 1.7431
N 3.4308 -0.9341 0.5199
C 2.3181 -1.5460 0.0316
S 2.3282 -2.6934 -1.1427
N 1.2248 -1.0257 0.6389
C -0.0447 -1.7053 0.6513
C -1.2324 -0.8743 0.1362
C -2.0660 -0.3001 1.2835
C -3.2137 0.5488 0.7442
C -4.1077 -0.2860 -0.1668
C -3.2908 -0.8845 -1.3075
C -2.1355 -1.7205 -0.7640
H 1.5255 1.6780 -3.5733
H 3.0474 1.6306 -2.6869
H 2.0456 3.0835 -2.6400
H 1.2861 0.3587 -1.4974
H 0.2621 1.8010 -1.4481
H 1.9862 2.9930 -0.1375
H 3.0102 1.5637 -0.1596
H 0.1993 1.5229 1.0082
H 1.5676 2.0905 1.9572
H 1.0845 -0.1824 2.5466
H 3.6777 0.7118 1.8085
H 3.3640 -0.8340 2.6278
H 4.3340 -1.3438 0.3517
H -0.2524 -2.0549 1.6716
H 0.0903 -2.5818 0.0105
H -0.8382 -0.0516 -0.4650
H -2.4767 -1.1245 1.8723
H -1.4406 0.3013 1.9473
H -3.7983 0.9523 1.5739
H -2.8083 1.3926 0.1802
H -4.5632 -1.0913 0.4141
H -4.9123 0.3331 -0.5686
H -3.9308 -1.5050 -1.9376
H -2.8915 -0.0791 -1.9284
H -2.5312 -2.5624 -0.1910
H -1.5507 -2.1226 -1.5932
*
```

- HOMO energy (eV) = -8.101
- SMILES string = CCCC[C@@H]1CNC(=S)N1CC1CCCCC1
- HOMO-LUMO gap (eV) = 8.8

---

[2]
C14H27AlIO2 | wB97M-V/def2-TZVPD

Geometry as ORCA input:
```
! wB97M-V def2-TZVPD RIJCOSX def2/J DEFGRID3
* xyz -1 1
C -1.2121 -5.6339 -0.6902
C -0.9813 -4.8914 -1.6184
C -0.7038 -4.0237 -2.7207
Al -0.6939 -2.0926 -1.9842
C -2.6193 -1.5812 -1.5366
I -2.7606 0.5963 -1.7493
C -3.6890 -2.2303 -2.4322
C -4.2731 -3.4737 -1.7528
H -1.4976 -5.9710 0.2786
H -1.4524 -4.1408 -3.5028
H 0.2993 -4.2267 -3.0954
H 0.1349 -2.1435 -0.5890
H -0.0133 -1.0649 -3.0202
H -2.8788 -1.7583 -0.4971
H -3.2917 -2.4789 -3.4150
H -4.5105 -1.5290 -2.5746
H -4.7642 -4.0992 -2.4998
H -5.0314 -3.1593 -1.0389
H -3.5042 -4.0688 -1.2658
C 0.4437 3.0831 -0.6018
C 1.5660 3.6062 -1.4941
C 2.7226 2.7000 -1.0944
O 2.1543 1.4494 -0.7244
C 0.7246 1.5897 -0.5959
H -0.5548 3.3177 -0.9691
H 0.5457 3.4881 0.4065
H 1.3127 3.4509 -2.5457
H 1.7900 4.6638 -1.3489
H 3.2650 3.1127 -0.2323
H 3.4361 2.5410 -1.9062
H 0.2529 1.0909 -1.4444
H 0.3938 1.1009 0.3203
C 1.5920 1.3707 4.6207
C 2.9219 1.2991 3.8751
C 2.4988 1.6562 2.4565
O 1.3841 2.5495 2.5846
C 0.9166 2.5488 3.9315
H 1.6961 1.5142 5.6960
H 1.0188 0.4569 4.4509
H 3.6123 2.0510 4.2676
H 3.4074 0.3263 3.9348
H 2.1740 0.7732 1.9021
H 3.2884 2.1456 1.8880
H 1.1977 3.4988 4.4030
H -0.1716 2.4721 3.9302
*
```

- HOMO energy (eV) = -4.664
- HOMO-LUMO gap (eV) = 7.4

---

[3]
C14H27ClO9S3 | wB97M-V/def2-TZVPD

Geometry as ORCA input:
```
! wB97M-V def2-TZVPD RIJCOSX def2/J DEFGRID3
* xyz 0 1
C 0.4198 -2.6788 2.2365
O 0.7458 -2.1302 0.9345
C 1.1156 -0.7271 1.0385
C -0.1927 0.2040 1.0961
C -0.3211 1.0426 2.4841
O 0.0652 0.1659 3.5867
S 0.8652 0.9897 4.8170
O 0.3173 2.3688 5.0377
O 0.4420 0.1262 6.2168
C 1.1070 -1.1770 6.1307
C 0.8460 -1.8680 7.5756
O -0.1776 -1.5057 8.1861
Cl 1.9827 -3.0737 8.3266
H 0.4509 -3.8265 2.2443
H -0.6355 -2.3365 2.5516
H 1.1648 -2.3397 3.0502
H 1.7074 -0.4338 0.0914
H 1.8468 -0.5718 1.9117
H -1.1042 -0.5000 1.0523
H -0.1761 0.9424 0.2277
H 0.2643 2.0186 2.4310
H -1.4451 1.2545 2.6203
H 2.2381 -1.0470 5.9670
H 0.6468 -1.8616 5.3423
C 3.2192 -2.1490 -2.8586
C 2.4862 -2.9173 -3.9602
C 1.0568 -2.3756 -4.0239
S 1.1387 -0.6802 -3.4577
O 0.4056 -0.5737 -2.2173
O 0.8989 0.2076 -4.5733
C 2.8834 -0.6808 -3.0850
H 4.2966 -2.3233 -2.8907
H 2.8531 -2.4704 -1.8778
H 2.9878 -2.7473 -4.9185
H 2.4916 -3.9936 -3.7744
H 0.6623 -2.3984 -5.0402
H 0.3913 -2.9233 -3.3543
H 3.0778 -0.0560 -2.2134
H 3.4106 -0.2860 -3.9562
C -4.0226 3.4014 -2.7398
C -3.5255 1.9648 -2.9154
C -2.0370 1.9475 -2.5614
S -1.7878 3.2731 -1.3857
O -0.9417 4.2740 -1.9927
O -1.5028 2.7086 -0.0842
C -3.4695 3.8692 -1.4001
H -5.1127 3.4594 -2.7656
H -3.6309 4.0290 -3.5468
H -4.0737 1.3042 -2.2357
H -3.6927 1.6007 -3.9315
H -1.7417 1.0009 -2.1071
H -1.4153 2.1499 -3.4352
H -3.4811 4.9527 -1.2847
H -3.9982 3.3966 -0.5693
*
```

- HOMO energy (eV) = -9.686
- HOMO-LUMO gap (eV) = 10.1

---

[4]
C14H27N3O6S | wB97M-V/def2-TZVPD

Geometry as ORCA input:
```
! wB97M-V def2-TZVPD RIJCOSX def2/J DEFGRID3
* xyz 0 1
O 2.8432 2.4502 -1.5803
C 1.6282 2.6127 -0.7844
C 1.6310 4.1427 -0.2700
O 0.6051 4.9541 -0.8879
C -0.7046 4.7248 -0.2840
C -1.7395 4.3320 -1.4448
C -2.1082 2.6714 -1.1876
C -3.7657 2.3370 -1.1451
O -2.7513 2.3492 0.1265
O 1.6601 1.6841 0.3165
C 0.8447 0.5278 0.0819
N 1.4456 -0.4695 -0.8755
C 0.9070 -0.3486 -2.0535
S 0.6713 0.3262 -3.5670
H 2.8220 1.5516 -1.9694
H 0.7688 2.3922 -1.5179
H 1.4940 4.1069 0.8629
H 2.6467 4.6041 -0.4940
H -0.6326 3.9079 0.5249
H -1.1051 5.6553 0.2474
H -2.7671 4.8024 -1.3497
H -1.3036 4.3305 -2.4927
H -1.3953 1.8646 -1.7095
H -3.5277 1.4888 -1.9280
H -4.3334 1.6109 -0.4888
H 0.7776 -0.0203 1.0941
H -0.2357 0.8164 -0.1697
C 4.0821 -3.1287 1.8351
N 3.3784 -2.9224 0.5873
C 3.3317 -3.7406 -0.5007
C 4.0949 -5.0360 -0.4420
O 2.6821 -3.4120 -1.4852
H 3.3521 -3.1160 2.6476
H 4.7836 -2.3032 1.9746
H 4.6250 -4.0712 1.8515
H 2.8422 -2.0722 0.4736
H 3.9614 -5.5769 -1.3794
H 5.1606 -4.8394 -0.3062
H 3.7179 -5.6588 0.3721
C -2.0818 -1.9285 0.5699
N -3.0511 -1.0381 1.1658
C -4.1373 -1.3528 1.9242
C -4.4039 -2.8067 2.2058
O -4.8602 -0.4641 2.3528
H -1.0972 -1.6642 0.9628
H -2.0923 -1.7676 -0.5108
H -2.2888 -2.9750 0.7818
H -2.9385 -0.0421 1.0210
H -5.3003 -2.8974 2.8200
H -4.5701 -3.3470 1.2713
H -3.5657 -3.2443 2.7524
*
```

- HOMO energy (eV) = -8.777
- SMILES string = O[C@H](COCC[C@@H]1CO1)OCN=C=S.CNC(C)=O.CNC(C)=O
- HOMO-LUMO gap (eV) = 8.0

---

[5]
C14H27N6O2 | wB97M-V/def2-TZVPD

Geometry as ORCA input:
```
! wB97M-V def2-TZVPD RIJCOSX def2/J DEFGRID3
* xyz 1 1
C -1.3257 -2.9060 -2.3194
H -2.4756 -2.8105 -2.0000
H -1.0600 -3.7931 -1.7555
H -1.3934 -3.1858 -3.3180
C -0.7092 -1.4961 -1.9733
O -0.9626 -0.4597 -2.9222
H -1.7978 -0.4959 -2.9886
H 0.3412 -1.6897 -2.4709
C -0.6569 -1.0004 -0.7102
N 0.0707 0.1834 -0.5848
C 1.3452 0.4981 -1.2169
C 1.3936 1.9593 -0.9108
N 0.1992 2.3163 -0.1359
N -0.5347 1.2176 -0.3175
C 2.5340 2.7955 -0.9790
H 2.9804 2.8905 -2.0734
H 3.5926 2.2386 -0.4186
C 2.5753 4.1496 -0.3278
H 3.3611 4.4812 -0.3633
C 1.6499 5.0440 -1.2054
C 0.3830 5.7518 -0.2556
H 0.2193 6.6242 -0.8690
N -0.5716 4.6601 -0.1145
H 0.1053 3.2946 -0.1875
H -1.5606 4.7666 -0.8833
H -1.1180 4.8087 0.8788
H 0.9208 6.0153 0.8782
H 0.9870 4.4575 -2.1001
H 2.2473 5.9177 -1.5892
H 2.1852 3.9526 0.7000
H 1.9709 -0.2664 -1.4409
H -1.6988 -0.8290 -0.2894
C 0.2515 -2.0997 0.1571
O 1.4597 -2.0083 0.1695
N -0.3911 -2.8066 1.0882
C -1.8505 -2.9248 1.1122
H -2.2754 -1.9149 1.8982
C -1.9969 -4.1423 2.0544
N -1.5813 -4.0440 3.3416
H -1.6075 -4.8901 3.6868
C -0.0519 -3.7389 3.4064
H 0.6643 -4.1998 3.8671
C 0.4260 -3.6302 1.9182
H 1.4634 -3.3155 1.9956
H 0.2739 -4.6482 1.4527
H -0.1697 -2.7224 3.7693
H -3.2920 -4.1033 2.3865
H -1.9957 -5.0608 1.6715
H -2.5236 -2.8409 0.2890
*
```

- HOMO energy (eV) = -11.340
- HOMO-LUMO gap (eV) = 8.5

---

[6]
C14H28I2NO7PSSnTe | wB97M-V/def2-TZVPD

Geometry as ORCA input:
```
! wB97M-V def2-TZVPD RIJCOSX def2/J DEFGRID3
* xyz 0 1
Sn 0.7899 -0.8530 -0.2807
C -2.3680 0.6281 0.2330
C -2.7311 -0.8374 0.3155
O -1.6330 -1.6156 0.8820
C -2.0347 -3.0003 0.8728
C -1.4922 -3.7438 -0.3697
O -2.0919 -3.2395 -1.5522
C -1.2665 -3.1895 -2.7142
C -1.6629 -2.0037 -3.6059
O -1.1820 -0.7681 -3.0349
C -2.1556 0.2633 -3.0288
C -1.7142 1.3847 -2.0459
O -1.3377 0.9271 -0.7409
H -1.9150 0.9315 1.1822
H -3.2558 1.2411 0.0245
H -2.8844 -1.2692 -0.6815
H -3.6188 -0.9267 0.9665
H -3.1263 -3.0507 0.8767
H -1.6424 -3.4063 1.8029
H -1.7170 -4.8135 -0.2312
H -0.3916 -3.6310 -0.3856
H -1.3672 -4.1044 -3.3091
H -0.2197 -3.1183 -2.4188
H -2.7603 -1.9805 -3.7095
H -1.1975 -2.1106 -4.5895
H -3.1319 -0.1214 -2.6649
H -2.2046 0.7388 -4.0300
H -2.5069 2.1297 -1.9299
H -0.8484 1.9200 -2.4612
I 2.2277 -2.1024 -4.6325
C 3.1442 -3.7335 -3.5430
I 3.0738 -3.5626 -1.3732
H 4.1948 -3.7388 -3.8262
H 2.5545 -4.6112 -3.8118
S 3.5109 -1.4494 3.6758
C 2.7059 -1.6824 2.2990
N 2.1065 -1.8800 1.2802
C 4.1244 2.5024 4.0009
C 3.4856 2.9160 2.6947
O 2.4574 1.8844 2.4575
P 1.3907 1.8747 1.2447
O 0.5345 0.6276 1.4754
Te 2.5877 1.5317 -0.8332
O 0.5045 3.2063 1.4047
C -0.5384 3.6525 2.3660
C -0.6881 5.1569 2.1976
H 5.0522 3.0142 4.2495
H 4.3449 1.4329 4.0051
H 3.4174 2.6911 4.8162
H 4.2137 2.8710 1.8746
H 3.0022 3.9173 2.7416
H -0.1654 3.3713 3.3588
H -1.4431 3.0929 2.1066
H 0.2820 5.6343 2.3220
H -1.4135 5.6163 2.9042
H -0.9996 5.3855 1.1731
*
```

- HOMO energy (eV) = -7.530
- HOMO-LUMO gap (eV) = 7.2

---

[7]
C14H28N | wB97M-V/def2-TZVPD

Geometry as ORCA input:
```
! wB97M-V def2-TZVPD RIJCOSX def2/J DEFGRID3
* xyz 1 1
C -1.9745 -1.6146 2.5314
C -2.4469 -1.5488 1.4332
C -3.0881 -1.5574 0.1318
N -3.1938 -0.2184 -0.5337
C -3.5936 0.8017 0.4501
C -4.2424 -0.3151 -1.5690
C -1.9165 0.1556 -1.2207
C -0.6928 0.3619 -0.3214
C -0.3852 1.8340 -0.0359
C 0.7413 2.0147 0.9847
C 2.0978 1.4558 0.5332
C 2.4203 0.0841 1.1278
C 3.7818 -0.4510 0.6813
C 3.8177 -0.8844 -0.7832
C 5.1703 -1.4794 -1.1544
H -1.5332 -1.6636 3.4835
H -4.1012 -1.9488 0.2694
H -2.5445 -2.2354 -0.5325
H -2.8360 0.8956 1.2243
H -3.7258 1.7617 -0.0452
H -4.5330 0.5149 0.9209
H -5.2073 -0.5325 -1.1131
H -4.0042 -1.1051 -2.2798
H -4.3239 0.6259 -2.1105
H -1.7134 -0.6341 -1.9472
H -2.1049 1.0773 -1.7765
H 0.1699 -0.0671 -0.8308
H -0.8075 -0.1780 0.6172
H -0.0991 2.3253 -0.9682
H -1.2714 2.3450 0.3453
H 0.4517 1.5488 1.9293
H 0.8388 3.0851 1.1699
H 2.1259 1.4102 -0.5560
H 2.8858 2.1428 0.8441
H 1.6501 -0.6434 0.8616
H 2.4225 0.1755 2.2165
H 4.0388 -1.3120 1.3022
H 4.5423 0.3135 0.8496
H 3.0355 -1.6285 -0.9588
H 3.6183 -0.0284 -1.4308
H 5.3862 -2.3508 -0.5406
H 5.1828 -1.7832 -2.1983
H 5.9612 -0.7494 -1.0006
*
```

- HOMO energy (eV) = -13.229
- SMILES string = C#CC[N+](C)(C)CCCCCCCCC
- HOMO-LUMO gap (eV) = 10.7

---

[8]
C14H28N2O13P2 | wB97M-V/def2-TZVPD

Geometry as ORCA input:
```
! wB97M-V def2-TZVPD RIJCOSX def2/J DEFGRID3
* xyz 0 1
C 7.3420 -4.8675 -0.3522
N 7.6786 -4.0862 -1.5450
C 6.5377 -3.3862 -2.1430
O 5.5965 -2.9062 -1.1817
P 4.2458 -3.7128 -0.9425
O 4.1995 -4.2049 0.4162
O 3.0980 -2.6483 -1.1358
O 3.9779 -4.8120 -2.0700
P 3.4979 -6.3179 -1.5329
N 2.2361 -6.3589 -0.6276
H 6.5109 -5.5498 -0.5785
H 7.0417 -4.2017 0.4453
H 8.1613 -5.5010 -0.0305
H 8.0420 -4.6993 -2.2630
H 6.9435 -2.5022 -2.6301
H 6.1035 -3.9921 -2.9439
H 2.6208 -2.5651 -0.2966
H 3.2543 -6.9851 -2.7408
H 4.6233 -6.9273 -0.9443
H 2.5290 -6.7948 0.2431
C 0.5320 -1.4430 -2.5331
C -0.4921 -0.4033 -2.9494
C 0.0713 0.7580 -3.7290
O -0.8648 1.8023 -3.4294
C -1.3951 1.5265 -2.2112
O -2.0576 2.2836 -1.5797
O -1.0647 0.2730 -1.8137
H 0.0851 -2.4367 -2.5379
H 1.3791 -1.4704 -3.2177
H 0.8931 -1.2596 -1.5247
H -1.3108 -0.8771 -3.4967
H 0.1094 0.5693 -4.7991
H 1.0598 1.0680 -3.3813
C -4.5758 1.7826 0.1089
C -5.9075 2.2928 0.6284
C -6.6139 3.2504 -0.2968
O -7.4032 4.0245 0.6168
C -6.7557 4.0169 1.8103
O -7.0303 4.7149 2.7300
O -5.7488 3.1058 1.8080
H -4.4108 0.7559 0.4362
H -4.5447 1.7807 -0.9790
H -3.7464 2.3757 0.4855
H -6.5574 1.4545 0.8925
H -7.2473 2.7461 -1.0226
H -5.9295 3.9230 -0.8198
C -3.2674 3.7594 3.3123
C -2.3561 4.3707 4.3603
C -1.2955 5.2918 3.8120
O -0.2682 5.1951 4.8069
C -0.3862 3.9708 5.3874
O 0.4205 3.4915 6.1124
O -1.5496 3.3756 5.0193
H -4.2706 3.6337 3.7098
H -3.3506 4.3975 2.4323
H -2.9156 2.7737 3.0098
H -2.9488 4.8747 5.1276
H -1.6396 6.3184 3.7114
H -0.8864 4.9523 2.8568
*
```

- HOMO energy (eV) = -9.462
- HOMO-LUMO gap (eV) = 9.7

---

[9]
C14H28N2O2 | wB97M-V/def2-TZVPD

Geometry as ORCA input:
```
! wB97M-V def2-TZVPD RIJCOSX def2/J DEFGRID3
* xyz 0 1
C 3.2765 -2.3461 -3.7322
C 2.5586 -1.6731 -2.5689
C 2.4370 -2.6394 -1.3768
N 1.8065 -2.1748 -0.1680
C 2.5134 -1.2328 0.6583
C 2.2363 0.2634 0.3964
C 0.9446 0.7210 1.0396
O 0.9486 1.4613 2.0113
N -0.2059 0.2813 0.4787
C -1.4590 0.6690 1.1106
C -2.0517 -0.5122 1.8957
O -1.1051 -1.1087 2.7466
C -2.4581 1.2751 0.1127
C -2.9151 2.7006 0.4622
C -1.7541 3.6905 0.3926
C -3.6080 2.7639 1.8212
C -0.2270 -0.7131 -0.5734
C 0.3733 -2.0663 -0.1300
H 4.2769 -2.6540 -3.4361
H 3.3628 -1.6647 -4.5755
H 2.7304 -3.2287 -4.0582
H 3.1198 -0.7863 -2.2688
H 1.5654 -1.3604 -2.8972
H 3.4457 -2.9698 -1.1050
H 1.8834 -3.5244 -1.7079
H 3.5824 -1.4185 0.5328
H 2.2560 -1.4434 1.7044
H 3.0340 0.8511 0.8535
H 2.2202 0.4723 -0.6733
H -1.1617 1.4287 1.8415
H -2.3874 -1.3064 1.2229
H -2.9194 -0.1538 2.4685
H -0.6354 -0.4104 3.2199
H -1.9963 1.3099 -0.8758
H -3.3389 0.6319 0.0437
H -3.6493 2.9887 -0.3002
H -1.3165 3.6943 -0.6034
H -0.9731 3.4378 1.1049
H -2.1039 4.6957 0.6158
H -4.4201 2.0417 1.8712
H -2.9099 2.5585 2.6283
H -4.0233 3.7559 1.9823
H -1.2692 -0.8698 -0.8533
H 0.3036 -0.3326 -1.4515
H -0.0386 -2.8560 -0.7625
H 0.0515 -2.2471 0.9025
*
```

- HOMO energy (eV) = -8.043
- SMILES string = CCCN1CCC(=O)N([C@H](CO)CC(C)C)CC1
- HOMO-LUMO gap (eV) = 8.8

---

[10]
C14H28N2O4S | wB97M-V/def2-TZVPD

Geometry as ORCA input:
```
! wB97M-V def2-TZVPD RIJCOSX def2/J DEFGRID3
* xyz 0 1
C 0.5778 -1.8016 5.3293
H -0.1247 -1.8032 6.0758
H 0.7951 -0.6498 4.9932
H 1.5634 -2.1036 5.6531
C 0.0369 -2.2460 4.2147
C 0.9478 -2.2586 3.0310
H 1.9215 -2.5109 3.3074
H 0.8094 -2.7451 2.1148
S 0.9641 -0.4406 2.4287
O 1.6637 0.3775 3.1838
O -0.3450 -0.2887 2.2292
N 1.6568 -0.4477 0.9139
C 0.6016 -0.8283 -0.1443
H -0.2901 -1.0450 0.0580
C 0.9817 -0.0152 -1.4274
C -0.0131 -0.6425 -2.5695
O 0.3096 -0.7737 -3.6960
N -1.3404 -0.5908 -2.2808
H -1.4577 -0.0992 -1.5726
C -2.2960 -0.5701 -3.3613
C -3.0118 0.9395 -3.1792
C -2.0903 1.8778 -3.0599
O -1.4067 2.0782 -1.9162
C -2.2474 2.5528 -0.7937
C -1.1137 2.9196 0.3888
H -1.1491 1.7964 0.7154
H -2.0401 3.3863 1.3072
H -0.3005 3.2624 0.1276
H -2.5842 3.6568 -1.0159
H -3.2198 2.1232 -0.6425
H -2.5948 3.0123 -3.3484
H -1.2870 2.1189 -3.8013
H -3.7077 0.8029 -2.4015
H -3.7827 1.0613 -4.0302
H -3.0182 -1.2776 -3.2167
H -1.6429 -0.5966 -4.4502
C 2.4941 -0.0152 -1.8188
C 3.1295 0.0831 -0.6522
C 2.9494 -0.5295 0.6261
H 3.4815 -0.2273 1.5518
H 3.1011 -1.6147 0.4533
H 2.9962 1.0922 -0.3579
H 4.2942 0.2081 -0.7337
H 2.4943 0.4657 -2.5793
H 2.8186 -1.1868 -1.9919
H 0.5473 0.9795 -1.3048
H 0.8491 -2.0145 -0.4707
H -0.1603 -3.4655 4.2853
H -0.7606 -2.0063 3.8284
*
```

- HOMO energy (eV) = -8.960
- HOMO-LUMO gap (eV) = 9.7